No. 1
{"formula": "C18H30NO3PSn", "method": "the ωB97M-V functional and the def2-TZVPD basis", "e_tot_ha": -1538.16245, "de_lowest_kcal_mol": 28.94, "charge": 4, "max_force_ev_per_a": 6.278, "elements": ["Sn", "C", "O", "C", "O", "C", "O", "C", "P", "H", "H", "C", "H", "C", "H", "H", "H", "C", "H", "C", "H", "H", "C", "H", "H", "H", "C", "H", "H", "H", "C", "H", "H", "H", "C", "H", "H", "H", "H", "H", "C", "C", "C", "C", "N", "C", "C", "H", "H", "H", "H", "H", "H", "H"], "positions_angstrom": [[0.12340, 0.74484, 0.84406], [-2.11794, 0.02922, 0.36883], [-3.25844, 0.03087, 0.52929], [-0.51007, 3.05233, 1.26138], [-0.60456, 4.09543, 1.73577], [2.57557, 1.04274, 1.02767], [3.56848, 0.99855, 1.61127], [-1.34968, 1.40031, -2.61098], [0.08261, 0.57962, -1.79879], [0.55743, -1.10620, -3.34344], [-2.21874, 0.76059, -2.38952], [1.56363, 1.29901, -2.64433], [1.32131, 1.22573, -3.71579], [-1.18488, 1.47308, -4.13387], [-0.94473, 0.50077, -4.58565], [-0.41567, 2.20400, -4.42101], [-2.14255, 1.81731, -4.55210], [-1.62133, 2.79592, -2.03384], [-0.93394, 3.53746, -2.45926], [0.93338, -2.09648, -1.43641], [-1.55389, 2.85070, -0.93650], [-2.63920, 3.08193, -2.33631], [-1.35144, -1.73995, -2.50095], [0.47825, -2.18164, -0.43810], [0.95842, -3.11221, -1.85149], [1.96938, -1.77357, -1.32437], [0.08223, -1.19360, -2.34688], [-1.32515, -2.83849, -2.53313], [-1.81649, -1.38418, -3.42994], [-1.99415, -1.45216, -1.65275], [2.83991, 0.48713, -2.39186], [3.07452, 0.40558, -1.31942], [3.66948, 1.01680, -2.88031], [2.77801, -0.51461, -2.83736], [1.75739, 2.77841, -2.30203], [1.86379, 2.95105, -1.22218], [0.94314, 3.40706, -2.68081], [2.68466, 3.11373, -2.78644], [-0.11177, -4.51146, -0.28401], [-0.09320, -4.36435, 0.45297], [-0.67871, -2.14157, 6.87776], [-0.48604, -1.58615, 5.49802], [0.49501, -0.62453, 5.24743], [0.65759, -0.09831, 3.96829], [-0.10027, -0.49858, 2.91665], [-1.04284, -1.44824, 3.14249], [-1.23468, -2.02749, 4.39858], [0.23482, -2.64833, 7.20771], [-0.89058, -1.34915, 7.60530], [-1.50394, -2.85774, 6.89908], [1.14862, -0.25698, 6.03886], [1.39236, 0.68810, 3.78176], [-1.66016, -1.73319, 2.28507], [-1.96835, -2.82912, 4.48159]]}



No. 2
{"formula": "C4H8N8O2", "method": "the ωB97M-V functional and the def2-TZVPD basis", "e_tot_ha": -745.41991, "max_force_ev_per_a": 4.309, "elements": ["C", "C", "C", "C", "N", "N", "N", "N", "N", "N", "N", "N", "O", "O", "H", "H", "H", "H", "H", "H", "H", "H"], "positions_angstrom": [[-2.38248, -2.13853, 1.22832], [0.24771, 1.69553, 1.13342], [-0.32687, 1.40544, -1.29451], [1.82957, -0.81150, 0.49885], [-1.96396, -2.38732, 0.01800], [-1.40357, -1.37202, 1.90330], [-0.77729, -1.87758, -0.17686], [0.60608, 1.83351, 2.29513], [-0.46650, -1.20577, 0.94840], [-0.08485, 1.89886, 0.02816], [0.56823, -0.58056, 1.18282], [0.29714, 1.26391, 3.47566], [0.88042, 1.66611, 4.46629], [-0.56472, 0.41070, 3.54607], [-3.43416, -2.24656, 1.48650], [-0.71424, 2.21913, -1.81968], [0.72826, 1.18571, -1.71951], [-0.91637, 0.50273, -1.29710], [1.60492, -0.83358, -0.62370], [2.65037, -0.16291, 0.76580], [2.02473, -1.78682, 0.98026], [-1.26811, -0.92224, 2.77621]]}



No. 3
{"formula": "C9H8Br2O2S", "method": "the ωB97M-V functional and the def2-TZVPD basis", "e_tot_ha": -6044.34326, "de_lowest_kcal_mol": 16.89, "max_force_ev_per_a": 4.457, "elements": ["C", "C", "C", "C", "C", "C", "C", "C", "C", "O", "O", "S", "Br", "Br", "H", "H", "H", "H", "H", "H", "H", "H"], "positions_angstrom": [[-1.84633, -0.73873, -0.79908], [-2.83837, 0.07457, -0.29766], [-1.17810, 1.24249, 1.00878], [-0.17961, 0.33054, 0.51634], [-0.54627, -0.65257, -0.34514], [-2.47592, 1.11520, 0.59077], [1.30773, 0.42720, 0.88365], [2.15952, 0.82652, -0.30745], [3.48114, 0.92912, -0.20900], [-0.12950, -2.50142, -2.02243], [0.37499, -2.85368, 0.33572], [0.63997, -1.83417, -0.99689], [-3.74016, 2.42749, 1.38377], [1.41195, 0.84887, -2.09924], [-2.08156, -1.45935, -1.44037], [-3.91039, 0.02136, -0.60699], [-1.04561, 2.09183, 1.67691], [1.36475, 1.22999, 1.62522], [1.40124, -0.58166, 1.15221], [4.09995, 0.91741, 0.60314], [4.25401, 1.13019, -0.95194], [-0.52343, -2.99119, 0.29967]]}



No. 4
{"formula": "C41H50BaN9OS", "method": "the ωB97M-V functional and the def2-TZVPD basis", "e_tot_ha": -2584.15643, "de_lowest_kcal_mol": 17.72, "charge": -1, "max_force_ev_per_a": 2.217, "elements": ["Ba", "C", "C", "C", "C", "C", "C", "C", "C", "C", "C", "H", "H", "H", "H", "H", "H", "H", "H", "H", "H", "H", "H", "H", "H", "H", "C", "C", "N", "N", "C", "O", "C", "C", "C", "C", "C", "C", "C", "C", "C", "C", "C", "N", "H", "H", "H", "H", "H", "H", "H", "H", "H", "H", "H", "H", "S", "C", "N", "N", "C", "C", "C", "C", "C", "C", "N", "N", "C", "C", "C", "C", "C", "C", "H", "H", "H", "H", "H", "H", "H", "H", "H", "H", "H", "C", "C", "C", "C", "N", "N", "H", "H", "H", "H", "H", "H", "H", "H", "H", "H", "H", "H"], "positions_angstrom": [[0.34845, 0.28765, -0.63307], [-2.90041, -1.07811, -1.54969], [-2.93663, -1.05205, -0.13798], [-2.15258, -2.12256, 0.33768], [-1.64502, -2.82370, -0.77710], [-2.12480, -2.19154, -1.94550], [-2.13248, -2.72698, -3.34854], [-0.85914, -4.10535, -0.68263], [-2.03654, -2.54947, 1.77632], [-3.88988, -0.27303, 0.73066], [-3.65583, -0.20095, -2.51066], [-1.83559, -1.98350, -4.09707], [-3.14141, -3.05900, -3.62581], [-1.47499, -3.59259, -3.46042], [-0.49331, -4.43015, -1.66161], [-1.46294, -4.92799, -0.28043], [0.00747, -4.00658, -0.01977], [-1.18312, -2.10489, 2.29238], [-1.93235, -3.63682, 1.85269], [-2.93653, -2.27417, 2.33406], [-4.35093, 0.55869, 0.19725], [-3.41093, 0.13579, 1.62285], [-4.70274, -0.92341, 1.07810], [-2.98930, 0.29972, -3.22597], [-4.21299, 0.57896, -1.98604], [-4.37983, -0.77382, -3.10384], [-0.70420, 2.14241, -5.14308], [-0.19016, 1.24639, -4.05510], [0.05832, 1.66041, -2.86310], [-0.22602, 2.94791, -2.52094], [0.40224, 3.28932, -1.39532], [1.25077, 2.59466, -0.76754], [0.02673, 4.63353, -0.84208], [-0.83099, 5.49633, -1.51828], [-1.18538, 6.71318, -0.95772], [-0.69222, 7.07619, 0.28901], [0.16016, 6.21746, 0.96907], [0.52102, 5.00336, 0.40434], [0.17222, -0.15037, -4.32996], [0.30919, -0.62653, -5.63722], [0.74466, -1.92097, -5.84646], [1.00510, -2.72817, -4.74936], [0.80343, -2.18850, -3.48953], [0.41446, -0.93933, -3.27644], [-1.11586, 3.03902, -4.68815], [-1.47246, 1.64319, -5.73626], [0.10494, 2.43956, -5.81627], [-1.21898, 5.18782, -2.47926], [-1.85673, 7.37580, -1.49038], [-0.97790, 8.02258, 0.73203], [0.53898, 6.48897, 1.94663], [1.17708, 4.31794, 0.92434], [0.09254, 0.02237, -6.47442], [0.86999, -2.29906, -6.85329], [1.32480, -3.75528, -4.86252], [0.92243, -2.79836, -2.59849], [1.05244, -0.64948, 2.22936], [0.25351, 0.57631, 3.20163], [0.50645, 0.77203, 4.46486], [1.44917, 0.00754, 4.99708], [1.76558, 0.07415, 6.33811], [1.13662, 0.97321, 7.20316], [1.49500, 1.00944, 8.53930], [2.47415, 0.16199, 9.04445], [3.09518, -0.73240, 8.18168], [2.74957, -0.77983, 6.84316], [-0.73787, 1.44563, 2.75713], [-1.05382, 1.43233, 1.55117], [-2.05677, 2.39062, 1.21824], [-2.58561, 3.29953, 2.13916], [-3.54015, 4.21681, 1.74885], [-3.99036, 4.25149, 0.43178], [-3.46708, 3.35601, -0.48523], [-2.51204, 2.43066, -0.09676], [1.86758, -0.69377, 4.38416], [0.37407, 1.62585, 6.80289], [0.99854, 1.71148, 9.19824], [2.74734, 0.19690, 10.09080], [3.85954, -1.40302, 8.55506], [3.23665, -1.47951, 6.17367], [-2.22528, 3.26851, 3.15786], [-3.93583, 4.91877, 2.47274], [-4.73425, 4.97641, 0.12636], [-3.79844, 3.37399, -1.51607], [-2.13250, 1.75453, -0.85590], [4.83328, -3.50766, 0.32136], [4.04209, -3.63686, -0.97713], [4.96987, -4.04834, -2.11621], [2.93332, -4.68487, -0.81462], [3.52622, -2.30891, -1.35173], [2.61094, -1.70933, -0.45081], [5.32273, -4.45359, 0.55882], [4.18176, -3.25001, 1.15805], [5.59353, -2.73182, 0.21905], [5.40239, -5.03055, -1.92111], [5.77341, -3.32006, -2.22906], [4.41811, -4.10179, -3.05886], [3.36532, -5.65904, -0.57858], [2.35373, -4.78085, -1.73608], [2.24657, -4.43212, -0.00548], [3.07238, -2.36224, -2.25556], [3.12151, -1.25072, 0.29595], [1.99759, -2.39340, -0.00501]]}



No. 5
{"formula": "C8H8BBrO3", "method": "the ωB97M-V functional and the def2-TZVPD basis", "e_tot_ha": -3134.27884, "de_lowest_kcal_mol": 37.40, "smiles": "c1ccc2occc2c1.O=BO.Br", "max_force_ev_per_a": 5.581, "elements": ["B", "C", "C", "C", "C", "C", "C", "C", "C", "O", "O", "O", "Br", "H", "H", "H", "H", "H", "H", "H", "H"], "positions_angstrom": [[-1.10303, -1.92431, -0.64730], [1.81999, 0.60003, -1.52958], [2.32732, -0.38921, -0.73019], [0.72997, 1.30851, -1.14126], [1.77626, -0.77545, 0.46793], [0.12550, 0.97873, 0.13127], [0.65985, -0.08411, 0.90344], [-0.99986, 1.51819, 0.92055], [-0.94413, 0.79881, 2.04505], [-0.09741, -0.22626, 1.97484], [-0.06460, -2.71383, -0.71775], [-2.19440, -1.40446, -0.50755], [-4.33301, 0.78916, 0.00380], [2.14883, 0.94153, -2.49247], [3.27097, -0.82603, -1.11917], [0.20084, 2.09734, -1.77371], [2.32222, -1.52420, 1.19228], [-1.55808, 2.39820, 0.62323], [-3.21839, -0.04207, -0.06405], [0.70577, -2.44844, -0.37730], [-1.57461, 0.92786, 2.83795]]}